# 1
An isolated molecule of C3H4N2O at a distorted geometry, computed with ωB97M-V with the def2-TZVPD basis set.

```
10
C3H4N2O | the Open Molecules 2025 dataset | ωB97M-V with the def2-TZVPD basis set
N -0.292 -1.550 -0.891
C -0.580 -1.274 0.306
O -0.170 -0.115 0.904
C 0.312 0.828 -0.070
C 0.962 1.943 0.627
N 1.488 2.831 1.145
H -0.669 -2.489 -1.029
H -1.533 -1.737 0.439
H -0.531 1.207 -0.665
H 1.013 0.357 -0.765
```

Calculated values
Structure (SMILES): [H]/N=C/OCC#N
Relative energy (zero: lowest compared OMol25 entry of this formula, charge and spin): 242.22 kJ/mol
Frontier orbital gap: 11.552 eV
Highest occupied orbital energy: -10.845 eV

Taken from the natural (NBO) analysis, the atomic charges in e are: -0.673 0.360 -0.486 -0.188 0.256 -0.286 0.350 0.185 0.228 0.255


# 2
A structure of composition C46H55O2P2RuSi3, computed with ωB97M-V with the def2-TZVPD basis set.

```
109
C46H55O2P2RuSi3 | the Open Molecules 2025 dataset | ωB97M-V with the def2-TZVPD basis set
Ru -0.189 0.104 0.244
O -0.342 -3.306 -0.370
C 0.765 -3.698 -1.133
C 0.699 -4.827 -1.922
C 1.818 -5.143 -2.682
C 2.939 -4.328 -2.620
C 2.944 -3.179 -1.841
C 1.831 -2.818 -1.073
P 1.858 -1.272 -0.073
C 2.310 -1.786 1.596
C 2.156 -3.103 2.022
C 2.469 -3.452 3.330
C 2.946 -2.492 4.210
C 3.110 -1.178 3.786
C 2.781 -0.822 2.489
C 3.257 -0.451 -0.843
C 3.038 0.152 -2.078
C 4.112 0.583 -2.840
C 5.408 0.410 -2.370
C 5.630 -0.192 -1.137
C 4.559 -0.632 -0.374
C -1.002 -4.059 0.466
C -0.682 -5.401 0.797
C -1.505 -6.048 1.673
C -2.627 -5.387 2.220
C -2.913 -4.043 1.916
C -2.106 -3.359 1.044
P -2.310 -1.629 0.446
C -3.699 -1.075 1.468
C -3.505 -1.031 2.851
C -4.518 -0.588 3.685
C -5.730 -0.176 3.142
C -5.925 -0.214 1.770
C -4.914 -0.661 0.930
C -2.905 -1.942 -1.232
C -3.988 -2.792 -1.472
C -4.402 -3.036 -2.771
C -3.736 -2.442 -3.838
C -2.651 -1.610 -3.608
C -2.236 -1.366 -2.306
H -0.204 -5.421 -1.962
H 1.806 -6.015 -3.322
H 3.819 -4.576 -3.198
H 3.831 -2.562 -1.845
H 1.844 -3.875 1.329
H 2.369 -4.479 3.654
H 3.210 -2.770 5.221
H 3.505 -0.433 4.464
H 2.910 0.205 2.169
H 2.030 0.264 -2.465
H 3.940 1.046 -3.803
H 6.247 0.741 -2.967
H 6.639 -0.329 -0.773
H 4.746 -1.130 0.568
H 0.192 -5.870 0.366
H -1.310 -7.072 1.961
H -3.279 -5.928 2.895
H -3.774 -3.571 2.370
H -2.569 -1.366 3.283
H -4.369 -0.570 4.757
H -6.521 0.171 3.792
H -6.869 0.105 1.348
H -5.078 -0.672 -0.140
H -4.520 -3.259 -0.650
H -5.247 -3.686 -2.953
H -4.067 -2.634 -4.850
H -2.129 -1.148 -4.435
H -1.378 -0.717 -2.141
C -0.220 0.132 3.727
O -0.014 0.683 2.420
Si 0.345 2.313 2.070
C 1.893 2.784 2.992
C -1.042 3.380 2.707
C 0.429 2.005 0.177
Si 1.937 3.059 -0.538
C 1.614 4.793 0.112
C 3.628 2.565 0.108
C 1.918 3.191 -2.405
Si -1.170 2.600 -0.758
C -1.688 4.386 -0.607
C -1.146 2.077 -2.563
C -2.508 1.531 0.074
H -1.228 0.356 4.071
H 0.503 0.553 4.426
H -0.059 -0.945 3.675
H 1.862 2.313 3.979
H 1.905 3.860 3.175
H 2.837 2.517 2.525
H -1.093 3.242 3.792
H -2.030 3.167 2.301
H -0.826 4.439 2.549
H 1.520 4.868 1.197
H 0.765 5.303 -0.338
H 2.503 5.376 -0.149
H 4.028 3.404 0.681
H 4.308 2.382 -0.724
H 3.660 1.686 0.745
H 1.173 3.913 -2.742
H 1.770 2.269 -2.960
H 2.895 3.592 -2.692
H -1.279 4.981 -1.425
H -1.433 4.874 0.331
H -2.776 4.400 -0.709
H -0.881 2.906 -3.220
H -2.147 1.747 -2.850
H -0.450 1.265 -2.785
H -3.339 2.183 0.369
H -2.301 1.041 1.036
H -2.948 0.808 -0.614
```

Calculated values
⟨S²⟩: 6.06
Multiplicity: 5
Frontier orbital gap (alpha / beta): 7.037 / 4.853 eV
Highest occupied orbital energy (alpha / beta): -16.101 / -16.326 eV
Net charge: +3

Atom charges from the Mulliken analysis, given in e for atoms 1 to 99: -0.076 0.540 -0.082 -0.337 -0.963 -1.153 -1.255 0.091 2.571 0.596 -0.584 -0.903 -0.918 -0.693 -0.266 -0.182 -0.260 -0.800 -0.852 -0.933 -0.034 0.120 -0.978 -0.909 -0.875 -0.294 0.267 1.611 0.902 -0.601 -1.219 -0.704 -0.835 -0.975 0.375 -0.519 -0.902 -0.788 -0.933 -0.056 0.716 0.525 0.528 0.602 0.511 0.530 0.454 0.566 0.242 0.686 0.503 0.434 0.508 0.425 0.678 0.528 0.522 0.598 0.990 0.510 0.456 0.495 0.396 0.524 0.489 0.468 0.543 0.278 -1.427 0.140 0.424 -1.406 -1.281 1.178 0.497 -1.192 -0.779 -1.433 0.704 -1.263 -1.161 -1.680 0.337 0.473 0.164 0.587 0.522 0.288 0.494 0.341 0.386 0.215 0.398 0.514 0.736 0.423 -0.032 0.447 0.346


# 3
A structure of composition C5H6O2, computed with ωB97M-V with the def2-TZVPD basis set.

```
13
C5H6O2 | the Open Molecules 2025 dataset | ωB97M-V with the def2-TZVPD basis set
O -0.323 -2.950 0.404
C -0.099 -1.908 0.969
C -0.533 -0.565 0.433
O -0.135 0.540 1.244
C -0.100 1.372 0.089
C 1.002 1.061 -0.843
C -0.195 0.155 -0.865
H 0.323 -1.870 1.996
H -1.631 -0.616 0.393
H -0.550 2.352 0.230
H 0.921 1.733 -1.701
H 2.019 0.808 -0.563
H -0.698 -0.114 -1.787
```

Calculated values
Relative energy (zero: lowest compared OMol25 entry of this formula, charge and spin): 299.96 kJ/mol
Frontier orbital gap: 10.535 eV
Highest occupied orbital energy: -9.689 eV

Taken from the natural (NBO) analysis, the atomic charges in e are: -0.505 0.425 -0.013 -0.509 0.100 -0.442 -0.257 0.120 0.199 0.208 0.224 0.219 0.232


# 4
A structure of composition C12H18FN2OSSi at a distorted geometry, computed with ωB97M-V with the def2-TZVPD basis set.

```
36
C12H18FN2OSSi | the Open Molecules 2025 dataset | ωB97M-V with the def2-TZVPD basis set
C -2.394 1.039 1.191
C -1.562 1.258 -0.076
C -1.019 2.497 -0.270
C -0.231 2.688 -1.433
N 0.414 3.823 -1.777
S 1.169 3.493 -3.174
N 0.760 1.940 -3.465
C -0.006 1.661 -2.410
C -0.590 0.385 -2.182
C -1.329 0.216 -1.052
C -1.899 -1.199 -0.838
C -0.791 -2.068 -0.169
O -0.466 -1.564 1.126
Si 1.164 -1.211 1.378
C 1.680 0.514 0.817
C 2.373 -2.463 0.626
C 1.401 -1.224 3.268
H -1.821 1.375 2.066
H -2.691 -0.006 1.306
H -3.309 1.648 1.112
H -1.173 3.275 0.477
H -0.459 -0.456 -2.861
H -2.180 -1.629 -1.813
H -2.812 -1.186 -0.232
H 0.053 -2.074 -0.875
H -1.224 -3.079 -0.056
H 1.065 1.259 1.335
H 2.742 0.676 1.068
H 1.611 0.584 -0.279
H 3.237 -1.885 0.257
H 1.982 -3.029 -0.228
H 2.748 -3.105 1.436
H 2.262 -0.558 3.454
H 1.639 -2.220 3.660
H 0.531 -0.753 3.745
F -0.873 1.378 -5.132
```

Calculated values
Frontier orbital gap: 6.178 eV
Highest occupied orbital energy: -3.466 eV
Net charge: -1

Taken from the natural (NBO) analysis, the atomic charges in e are: -0.637 0.009 -0.229 0.069 -0.659 0.873 -0.472 0.135 -0.160 -0.063 -0.436 -0.055 -0.887 1.895 -1.148 -1.146 -1.130 0.212 0.218 0.212 0.209 0.235 0.222 0.201 0.171 0.168 0.243 0.229 0.255 0.239 0.242 0.232 0.227 0.227 0.238 -0.940